Below is C2H4NPS in the gas phase, with properties calculated with ωB97M-V with the def2-TZVPD basis set.

Positions of all 9 atoms, in Å:
H -0.745 -1.437 -0.943
P 0.223 2.142 -0.357
H -1.335 -0.570 1.414
H 0.360 -0.210 1.735
C -0.385 -0.357 1.048
S 1.446 1.686 -1.817
C 0.007 -0.807 -0.363
N -0.535 0.489 -0.106
H 0.963 -0.937 -0.611

For the largest force on an atom, the calculation gives 5.72 eV/Å. Its multiplicity is 1. The molecular weight is 105.10 Da. Its energy above the lowest of the compared OMol25 structures with the same formula, charge and spin is 31.8 kcal per mole. Its LUMO energy is -1.09 eV. The SMILES is S=PN1CC1. The charge is 0.

Here are the Löwdin charges for atoms 1 to 4, given in e: H 0.13; P 0.46; H 0.08; H 0.07

Below is 2 unconnected molecules or ions with the total composition C2H4O2, with properties calculated with ωB97M-V with the def2-TZVPD basis set.

Positions of all 8 atoms, in Å:
H 0.608 1.851 -0.841
H -1.572 -0.140 0.644
H -0.123 1.939 -0.942
O 1.525 -1.007 -0.226
O -0.080 -0.398 1.994
C 0.349 -0.781 -0.334
C -0.518 -0.402 0.875
H -0.183 -0.823 -1.308

For the largest force on an atom, the calculation gives 0.70 eV/Å. Its multiplicity is 1. The molecular weight is 60.05 Da. Its energy above the lowest of the compared OMol25 structures with the same formula, charge and spin is 65.0 kcal per mole. Its LUMO energy is -0.91 eV. The SMILES is O=CC=O.[H][H]. The charge is 0.

Here are the Löwdin charges for atoms 1 to 4, given in e: H 0.05; H 0.11; H 0.05; O 0.08

Below is C2H4O2 in the gas phase, with properties calculated with ωB97M-V with the def2-TZVPD basis set.

Positions of all 8 atoms, in Å:
H -0.284 -1.161 0.920
O -1.487 0.263 -0.004
H -1.150 1.169 0.108
H -0.361 -1.250 -0.840
C -0.355 -0.545 0.004
O 0.867 1.492 0.051
H 1.848 -0.267 -0.188
C 0.901 0.287 -0.055

For the largest force on an atom, the calculation gives 0.59 eV/Å. Its multiplicity is 1. The molecular weight is 60.05 Da. Its energy above the lowest of the compared OMol25 structures with the same formula, charge and spin is 28.2 kcal per mole. Its LUMO energy is 0.92 eV. The SMILES is O=CCO. The charge is 0.

Here are the Löwdin charges for atoms 1 to 4, given in e: H 0.13; O -0.05; H 0.08; H 0.13

Number 3 is which compound?
C2H4O2

Please write out number 1 again, unchanged.
Below is C2H4NPS in the gas phase, with properties calculated with ωB97M-V with the def2-TZVPD basis set.

Positions of all 9 atoms, in Å:
H -0.745 -1.437 -0.943
P 0.223 2.142 -0.357
H -1.335 -0.570 1.414
H 0.360 -0.210 1.735
C -0.385 -0.357 1.048
S 1.446 1.686 -1.817
C 0.007 -0.807 -0.363
N -0.535 0.489 -0.106
H 0.963 -0.937 -0.611

For the largest force on an atom, the calculation gives 5.72 eV/Å. Its multiplicity is 1. The molecular weight is 105.10 Da. Its energy above the lowest of the compared OMol25 structures with the same formula, charge and spin is 31.8 kcal per mole. Its LUMO energy is -1.09 eV. The SMILES is S=PN1CC1. The charge is 0.

Here are the Löwdin charges for atoms 1 to 4, given in e: H 0.13; P 0.46; H 0.08; H 0.07

Among the records above, which one has the highest largest force on an atom?
C2H4NPS